Entry 1:
# C6H20B2Be2Cl12

A structure of composition C6H20B2Be2Cl12 in a non-equilibrium geometry (ωB97M-V with the def2-TZVPD basis set, the OMol25 dataset).

The total charge is +2. The calculation puts the orbital gap at 3.887 eV.

CARTESIAN COORDINATES (ANGSTROEM)
Be (2.23354, -0.07147, -1.47316)
Be (-1.57099, -1.17085, -1.40318)
B (0.27208, -0.34763, 0.25070)
H (0.06906, 0.47568, -0.41651)
H (1.02569, -0.06645, 0.96990)
H (-0.65872, -0.59718, 0.73606)
H (0.66164, -1.24215, -0.21007)
B (0.47463, -1.14586, -2.92240)
H (1.34100, -0.95875, -3.53772)
H (-0.38615, -1.47688, -3.48252)
H (0.68082, -1.89174, -2.17048)
H (0.24366, -0.22365, -2.41207)
C (-1.46797, 2.81017, -3.23005)
Cl (-2.27313, 1.20514, -3.49253)
Cl (-0.12054, 2.62116, -2.11635)
H (-1.05734, 3.23642, -4.14537)
H (-2.16277, 3.51750, -2.77723)
C (-0.88241, 1.75600, 2.94808)
Cl (0.33537, 2.01812, 4.22535)
Cl (-1.97312, 0.34140, 3.35346)
H (-1.53077, 2.61466, 2.77357)
H (-0.31118, 1.55051, 2.04279)
C (1.31709, -2.57339, 2.56650)
Cl (2.82231, -1.79579, 2.16589)
Cl (0.64515, -2.15235, 4.12137)
H (0.55410, -2.23342, 1.86625)
H (1.42896, -3.65445, 2.64962)
C (2.25820, -5.36704, -0.46426)
Cl (3.21604, -5.44612, 1.02638)
Cl (1.10831, -4.09977, -0.31855)
H (2.97219, -4.97795, -1.19015)
H (1.78845, -6.26160, -0.87318)
C (-4.70091, 1.31790, 0.39801)
Cl (-4.82014, 1.27601, 2.20271)
Cl (-2.94567, 1.08107, -0.08985)
H (-5.28091, 0.47035, 0.03282)
H (-5.04843, 2.24457, -0.05872)
C (2.37101, 3.91068, 0.40185)
Cl (1.68871, 4.53229, 1.89905)
Cl (2.62910, 2.14723, 0.40981)
H (1.76521, 4.15996, -0.46934)
H (3.28881, 4.46770, 0.21351)

Here are the Löwdin charges for atoms 1 to 8, given in e: number 1, Be, carries 1.132; number 2, Be, carries 1.092; number 3, B, carries -0.601; number 4, H, carries -0.100; number 5, H, carries -0.049; number 6, H, carries -0.015; number 7, H, carries -0.085; number 8, B, carries -0.388

=====

Entry 2:
# C8H14FN

An isolated molecule of C8H14FN in a non-equilibrium geometry (ωB97M-V with the def2-TZVPD basis set, the OMol25 dataset).

The calculation puts the orbital gap at 9.870 eV.

CARTESIAN COORDINATES (ANGSTROEM)
C (1.08246, 0.16920, 1.63264)
C (0.43735, -0.18961, 0.49343)
C (-0.92181, 0.22431, 0.19005)
C (-0.94107, 2.54561, 0.69410)
C (0.33877, -2.48295, -0.62972)
C (1.33423, -0.60912, -1.89013)
C (-1.63687, 1.29699, 1.00849)
C (1.06317, -1.20250, -0.46136)
N (-1.55307, -0.28512, -0.84064)
F (2.29503, -1.52756, -0.00654)
H (2.02669, -0.18114, 2.10453)
H (0.74978, 0.88628, 2.39292)
H (0.11600, 2.61571, 1.11012)
H (-0.76691, 2.73961, -0.39867)
H (-1.55727, 3.23384, 1.24251)
H (1.07047, -3.34970, -0.75630)
H (-0.33448, -2.71470, 0.28164)
H (-0.30881, -2.41645, -1.45178)
H (1.85889, -1.25860, -2.60366)
H (1.91045, 0.26075, -1.68992)
H (0.34154, -0.20587, -2.28781)
H (-2.69093, 1.32502, 0.80211)
H (-1.33683, 1.18134, 2.06213)
H (-2.57679, -0.05534, -0.99813)

Here are the Löwdin charges for atoms 1 to 8, given in e: number 1, C, carries 0.115; number 2, C, carries -0.177; number 3, C, carries -0.325; number 4, C, carries -0.138; number 5, C, carries -0.046; number 6, C, carries -0.011; number 7, C, carries -0.225; number 8, C, carries -0.586